1.
20
Properties=species:S:1:pos:R:3 method="wB97M-V/def2-TZVPD" orbital_gap_ev=9.265 max_force_ev_per_a=0.6 lumo_ev=0.70 de_lowest_kj_mol=428.58
C 2.034 -0.444 0.415
N -0.224 -0.408 1.341
C 0.559 -0.676 0.226
N -0.084 0.866 1.928
O 0.263 -1.814 -0.406
H -1.168 -0.772 1.274
H -0.789 1.500 1.562
H -0.176 0.777 2.931
H 2.384 -1.207 1.114
H 2.562 -0.566 -0.526
H 2.227 0.536 0.840
C 0.304 0.811 -1.280
C -1.742 0.388 -0.889
N -1.917 -0.759 -1.386
O -2.137 1.363 -0.336
H -0.622 -1.686 -0.872
H -2.890 -1.055 -1.350
H 0.711 1.630 -0.693
H -0.343 1.257 -2.043
H 1.048 0.260 -1.849

***

2.
84
Properties=species:S:1:pos:R:3 method="wB97M-V/def2-TZVPD" spin_multiplicity=2 orbital_gap_ev="7.277 / 7.086" max_force_ev_per_a=0.5 charge=+1 lumo_ev="-3.54 / -3.73" de_lowest_kj_mol=138.97 s_squared=0.77
Cr 0.380 -0.088 -0.223
Br 2.101 1.445 6.091
C 1.564 0.995 4.355
C 0.222 0.976 4.017
C -0.124 0.630 2.724
N 0.788 0.319 1.801
C 2.088 0.345 2.127
C 2.519 0.674 3.401
C 3.005 -0.041 1.031
C 4.382 0.001 1.136
C 5.137 -0.414 0.047
Br 7.006 -0.366 0.143
C 4.506 -0.861 -1.099
C 3.124 -0.853 -1.133
N 2.390 -0.446 -0.093
H -0.543 1.224 4.738
H -1.157 0.614 2.391
H 3.566 0.677 3.662
H 4.872 0.352 2.031
H 5.066 -1.203 -1.957
H 2.565 -1.176 -2.001
C -3.282 2.657 -2.808
C -2.468 1.531 -3.338
N -1.666 0.763 -2.633
C -1.092 -0.103 -3.529
C -1.565 0.141 -4.796
N -2.435 1.182 -4.648
C -1.378 -0.409 -6.168
O -0.553 -1.422 -6.309
O -1.979 0.100 -7.084
C -0.079 -1.101 -3.113
O 0.373 -1.911 -3.924
O 0.360 -1.019 -1.910
H -3.200 2.662 -1.724
H -4.335 2.554 -3.078
H -2.932 3.614 -3.200
H -2.927 1.588 -5.431
H -0.159 -1.690 -5.423
N -3.692 -5.739 1.054
C -2.587 -5.413 1.739
S -2.039 -6.308 2.995
C -1.886 -4.158 1.282
C -2.345 -3.363 0.238
C -1.642 -2.227 -0.115
N -0.528 -1.850 0.516
C -0.076 -2.611 1.519
C -0.718 -3.760 1.927
H -4.175 -6.584 1.312
H -4.004 -5.249 0.236
H -3.236 -3.584 -0.332
H -1.967 -1.590 -0.927
H 0.832 -2.283 2.006
H -0.324 -4.357 2.735
C 1.109 3.428 -1.874
C 0.318 2.986 -0.659
C 0.818 3.595 0.638
O 0.390 1.580 -0.581
H 0.982 4.499 -2.039
H 0.763 2.897 -2.760
H 2.173 3.227 -1.732
H -0.741 3.227 -0.803
H 1.872 3.352 0.789
H 0.240 3.224 1.486
H 0.723 4.682 0.613
C -5.066 -0.305 -1.052
N -5.412 -0.116 0.348
C -6.823 0.229 0.532
C -4.465 0.345 1.214
S -2.986 0.941 0.663
N -4.773 0.273 2.529
C -5.682 -0.729 3.073
C -3.972 0.955 3.527
H -5.885 -0.843 -1.528
H -4.154 -0.886 -1.145
H -4.909 0.648 -1.561
H -7.116 0.950 -0.235
H -6.991 0.689 1.500
H -7.458 -0.652 0.441
H -5.953 -1.449 2.307
H -6.589 -0.282 3.484
H -5.170 -1.257 3.880
H -3.545 1.862 3.109
H -3.161 0.311 3.887
H -4.613 1.206 4.371

***

3.
95
Properties=species:S:1:pos:R:3 method="wB97M-V/def2-TZVPD" spin_multiplicity=2 orbital_gap_ev="5.497 / 7.130" max_force_ev_per_a=1.8 charge=+1 lumo_ev="-4.75 / -3.27" s_squared=1.12
Cr -0.517 0.659 0.342
Br -5.151 2.398 0.718
C -3.632 3.439 0.292
C -3.777 4.809 0.089
C -2.678 5.607 -0.114
Br -2.920 7.486 -0.292
C -1.378 5.052 -0.152
C -0.190 5.791 -0.273
C 1.003 5.119 -0.350
C 1.015 3.724 -0.307
N -0.066 2.988 -0.114
C -1.251 3.643 -0.033
C -2.382 2.822 0.238
O -2.176 1.553 0.432
H -4.764 5.244 0.112
H -0.231 6.869 -0.293
H 1.940 5.643 -0.440
H 1.960 3.214 -0.419
F 6.772 -3.610 0.101
C 5.745 -2.754 0.018
C 5.300 -2.125 1.168
C 4.241 -1.241 1.070
C 3.655 -0.994 -0.163
C 4.105 -1.648 -1.301
C 5.162 -2.534 -1.221
Sb 2.068 0.423 -0.360
C 2.869 1.365 -2.135
C 2.013 2.002 -3.024
C 2.510 2.588 -4.176
C 3.874 2.530 -4.415
F 4.362 3.096 -5.528
C 4.748 1.902 -3.542
C 4.229 1.311 -2.405
C 2.931 1.712 1.142
C 4.287 2.017 1.132
C 4.815 2.899 2.059
C 3.969 3.471 2.996
F 4.461 4.336 3.892
C 2.616 3.176 3.033
C 2.112 2.288 2.103
H 5.779 -2.332 2.114
H 3.868 -0.755 1.965
H 3.620 -1.465 -2.253
H 5.537 -3.055 -2.090
H 0.947 2.043 -2.811
H 1.872 3.087 -4.890
H 5.805 1.878 -3.761
H 4.884 0.779 -1.728
H 4.939 1.558 0.398
H 5.867 3.138 2.063
H 1.987 3.639 3.779
H 1.046 2.058 2.115
C -6.457 -0.786 -1.427
C -5.348 -0.762 -2.260
C -4.075 -0.769 -1.723
C -3.901 -0.836 -0.341
C -5.014 -0.853 0.494
C -6.284 -0.815 -0.055
P -2.201 -1.089 0.298
C -2.621 -1.630 1.994
C -2.864 -2.934 2.405
C -3.307 -3.180 3.695
C -3.512 -2.139 4.583
C -3.253 -0.835 4.189
C -2.799 -0.586 2.908
C -1.796 -2.473 -0.821
C -0.870 -2.224 -1.832
C -0.636 -3.166 -2.818
C -1.334 -4.363 -2.805
C -2.297 -4.593 -1.833
C -2.537 -3.648 -0.854
H -7.451 -0.781 -1.846
H -5.477 -0.762 -3.330
H -3.209 -0.755 -2.376
H -4.905 -0.886 1.568
H -7.142 -0.827 0.597
H -2.695 -3.764 1.740
H -3.501 -4.197 4.001
H -3.855 -2.343 5.584
H -3.401 -0.014 4.874
H -2.579 0.432 2.604
H -0.342 -1.266 -1.850
H 0.078 -2.956 -3.601
H -1.151 -5.115 -3.557
H -2.886 -5.497 -1.850
H -3.331 -3.801 -0.141
Te 0.649 -0.951 2.232
C 0.640 -2.858 1.313
C 0.096 -4.012 1.799
C 0.328 -5.134 0.971
C 1.052 -4.835 -0.135
S 1.490 -3.180 -0.175
H -0.440 -4.057 2.732
H -0.025 -6.124 1.192
H 1.369 -5.486 -0.924

***

4.
136
Properties=species:S:1:pos:R:3 method="wB97M-V/def2-TZVPD" orbital_gap_ev=5.983 max_force_ev_per_a=2.8 charge=+4 lumo_ev=-5.72 de_lowest_kj_mol=205.39
F 0.007 0.169 1.875
C 1.929 5.372 6.778
C 3.439 4.983 6.764
C 3.725 3.476 6.350
N 5.081 3.231 5.704
C 5.134 3.955 4.344
C 6.310 3.707 6.501
C 6.485 2.602 7.615
C 6.088 1.271 6.940
C 5.546 1.736 5.540
H 1.230 4.816 7.403
H 1.430 5.359 5.809
H 1.871 6.436 7.006
H 3.750 5.194 7.788
H 4.061 5.637 6.152
H 3.103 2.998 5.593
H 3.706 2.785 7.193
H 6.134 3.875 3.918
H 4.898 5.009 4.486
H 4.458 3.462 3.645
H 7.150 3.668 5.807
H 6.305 4.716 6.914
H 7.526 2.641 7.937
H 5.942 2.783 8.543
H 6.905 0.598 6.677
H 5.345 0.765 7.556
H 6.347 1.879 4.814
H 4.713 1.226 5.056
C 7.761 -6.045 -7.841
C 7.984 -5.370 -6.449
C 6.705 -4.630 -5.870
N 7.052 -3.485 -4.840
C 7.955 -2.342 -5.413
C 7.669 -4.135 -3.589
C 7.301 -3.176 -2.424
C 5.991 -2.408 -2.804
C 5.664 -2.888 -4.260
H 7.091 -5.469 -8.479
H 7.205 -6.945 -7.579
H 8.695 -6.404 -8.273
H 8.769 -4.626 -6.588
H 8.354 -6.021 -5.657
H 5.945 -5.320 -5.503
H 6.329 -4.067 -6.724
H 7.436 -1.913 -6.271
H 8.958 -2.672 -5.681
H 8.057 -1.578 -4.642
H 8.694 -4.503 -3.635
H 7.035 -5.019 -3.517
H 8.144 -2.497 -2.298
H 7.206 -3.792 -1.530
H 6.251 -1.350 -2.808
H 5.233 -2.765 -2.107
H 5.319 -2.190 -5.024
H 4.974 -3.725 -4.369
C -5.073 3.844 -3.432
C -3.670 4.586 -3.665
C -3.225 5.119 -2.300
N -1.780 5.729 -2.305
C -0.715 4.684 -2.610
C -1.507 6.930 -3.225
C -0.294 7.687 -2.600
C -0.501 7.480 -1.120
C -1.568 6.348 -0.968
H -4.991 2.953 -2.809
H -5.463 3.466 -4.377
H -5.859 4.476 -3.020
H -3.770 5.312 -4.472
H -3.015 3.768 -3.965
H -3.175 4.339 -1.540
H -3.962 5.909 -2.153
H 0.267 4.984 -2.244
H -0.928 4.363 -3.630
H -1.062 3.871 -1.972
H -1.462 6.716 -4.293
H -2.332 7.641 -3.183
H 0.691 7.358 -2.932
H -0.321 8.733 -2.907
H 0.427 7.163 -0.644
H -0.886 8.325 -0.550
H -1.387 5.639 -0.161
H -2.477 6.868 -0.664
C -2.943 -0.329 8.626
C -3.418 -0.004 7.265
C -5.001 0.132 7.246
N -5.579 0.647 5.920
C -4.773 1.906 5.415
C -7.104 1.016 6.007
C -7.779 0.396 4.786
C -6.656 -0.262 3.944
C -5.468 -0.498 4.867
H -1.915 -0.689 8.662
H -3.596 -1.099 9.036
H -2.941 0.577 9.232
H -3.047 -0.781 6.597
H -2.911 0.891 6.906
H -5.410 0.791 8.012
H -5.550 -0.794 7.417
H -4.999 2.633 6.194
H -5.196 2.272 4.479
H -3.725 1.682 5.213
H -7.135 2.103 6.075
H -7.514 0.592 6.924
H -8.150 1.289 4.282
H -8.601 -0.244 5.105
H -6.360 0.473 3.195
H -6.916 -1.110 3.310
H -4.478 -0.460 4.411
H -5.586 -1.386 5.489
C -4.303 -6.586 -8.200
C -5.074 -6.313 -6.953
C -4.221 -6.637 -5.716
N -4.695 -5.886 -4.445
C -6.178 -6.213 -4.142
C -4.509 -4.353 -4.622
C -3.622 -3.815 -3.488
C -3.771 -4.856 -2.409
C -3.816 -6.154 -3.207
H -4.898 -6.496 -9.109
H -3.975 -7.619 -8.316
H -3.441 -5.919 -8.185
H -5.970 -6.929 -7.036
H -5.484 -5.303 -6.949
H -3.206 -6.259 -5.831
H -4.123 -7.714 -5.580
H -6.712 -5.839 -5.016
H -6.481 -5.766 -3.196
H -6.247 -7.292 -4.010
H -5.455 -3.813 -4.621
H -4.050 -4.060 -5.566
H -3.953 -2.836 -3.143
H -2.618 -3.619 -3.866
H -4.661 -4.678 -1.806
H -2.983 -4.714 -1.669
H -4.322 -6.979 -2.705
H -2.840 -6.400 -3.624

***

5.
90
Properties=species:S:1:pos:R:3 method="wB97M-V/def2-TZVPD" spin_multiplicity=2 orbital_gap_ev="6.340 / 5.893" max_force_ev_per_a=0.5 charge=-1 lumo_ev="2.01 / 1.60" s_squared=0.76
Hg -2.812 -0.850 2.736
S -1.109 -2.654 7.403
C -2.353 -2.385 6.301
S -3.218 -0.952 6.370
S -2.738 -3.569 5.167
F 2.578 -7.805 0.994
C 1.946 -6.628 0.771
C 2.330 -5.866 -0.317
C 1.682 -4.660 -0.538
C 0.661 -4.220 0.307
C 0.307 -5.023 1.388
C 0.947 -6.235 1.633
Sb -0.385 -2.348 -0.020
C 1.463 -1.356 -0.563
C 1.509 -0.361 -1.535
C 2.674 0.349 -1.792
C 3.795 0.064 -1.043
F 4.934 0.768 -1.273
C 3.801 -0.914 -0.072
C 2.626 -1.621 0.156
C -0.932 -2.890 -2.051
C -1.332 -1.885 -2.929
C -1.774 -2.167 -4.215
C -1.836 -3.488 -4.604
F -2.273 -3.782 -5.853
C -1.478 -4.519 -3.763
C -1.028 -4.211 -2.484
H 3.116 -6.220 -0.970
H 1.979 -4.052 -1.385
H -0.483 -4.709 2.063
H 0.681 -6.860 2.475
H 0.623 -0.113 -2.102
H 2.718 1.116 -2.553
H 4.704 -1.115 0.488
H 2.631 -2.402 0.906
H -1.310 -0.853 -2.604
H -2.075 -1.386 -4.901
H -1.556 -5.543 -4.104
H -0.746 -5.022 -1.826
C 2.860 -0.946 4.230
S 1.287 -0.804 3.355
C 0.516 -2.240 4.099
O 0.614 0.402 3.913
H 2.654 -0.918 5.299
H 3.475 -0.097 3.937
H 3.348 -1.878 3.946
H 1.085 -3.134 3.840
H -0.495 -2.313 3.698
H 0.452 -2.100 5.179
O -0.936 0.724 -0.034
P -0.711 2.134 -0.410
N -1.895 3.064 0.280
C -2.049 4.480 -0.034
C -3.439 4.842 0.514
C -4.161 3.495 0.601
C -3.042 2.552 1.029
N -0.792 2.388 -2.058
C -2.032 1.936 -2.689
C -1.629 1.771 -4.146
C -0.697 2.966 -4.362
C -0.005 3.181 -3.002
N 0.763 2.702 0.089
C 1.516 3.877 -0.384
C 2.258 4.394 0.854
C 2.314 3.180 1.779
C 0.956 2.544 1.550
H -1.990 4.642 -1.118
H -1.266 5.090 0.431
H -3.952 5.567 -0.118
H -3.344 5.272 1.512
H -4.530 3.201 -0.385
H -4.997 3.504 1.299
H -3.217 1.505 0.792
H -2.870 2.621 2.109
H -2.837 2.680 -2.592
H -2.377 1.019 -2.213
H -2.485 1.783 -4.821
H -1.091 0.830 -4.283
H -1.287 3.847 -4.622
H 0.024 2.800 -5.161
H 0.014 4.245 -2.756
H 1.029 2.830 -3.022
H 0.877 4.652 -0.809
H 2.228 3.568 -1.155
H 1.685 5.192 1.333
H 3.240 4.792 0.596
H 2.469 3.442 2.824
H 3.107 2.495 1.469
H 0.184 3.090 2.109
H 0.902 1.500 1.846

***

6.
43
Properties=species:S:1:pos:R:3 method="wB97M-V/def2-TZVPD" orbital_gap_ev=8.809 max_force_ev_per_a=4.1 lumo_ev=-0.05 de_lowest_kj_mol=0.00
O 2.483 2.739 0.104
O -0.517 1.074 0.629
F 0.154 6.799 4.741
F 0.924 -3.521 -3.375
F -1.190 -4.275 -3.676
F -0.522 -2.222 -4.239
Cl 2.011 8.786 3.615
N 0.413 -4.490 -0.501
O -2.160 -2.208 -1.888
C 1.384 2.491 0.614
C 0.538 1.353 0.070
C -0.721 -3.970 -0.936
C 0.073 -5.614 0.240
C -1.274 -5.733 0.251
C 2.541 6.630 2.025
C 2.282 5.319 1.544
C 0.699 5.013 3.316
C 0.926 6.319 3.756
C 1.851 7.117 3.120
C 1.349 4.480 2.182
N 0.976 3.207 1.731
N -1.811 -4.720 -0.444
N 0.864 0.680 -1.111
C -3.264 -4.560 -0.719
C -0.386 -3.211 -3.298
C -0.081 -0.243 -1.777
C 0.087 -1.685 -1.247
C -0.815 -2.789 -1.869
H -2.786 -2.765 -2.394
H 0.738 -6.405 0.617
H -1.808 -6.596 0.628
H 3.219 7.341 1.558
H 2.854 4.901 0.748
H -0.043 4.433 3.850
H 0.111 2.843 2.039
H 1.779 0.841 -1.478
H -3.801 -5.409 -0.297
H -3.594 -3.681 -0.267
H -3.492 -4.545 -1.806
H 0.102 -0.217 -2.853
H -1.125 0.109 -1.640
H 1.146 -1.943 -1.375
H -0.113 -1.673 -0.188

***

7.
9
Properties=species:S:1:pos:R:3 method="wB97M-V/def2-TZVPD" orbital_gap_ev=9.361 max_force_ev_per_a=3.3 lumo_ev=-0.47 de_lowest_kj_mol=456.08
C -1.819 -0.726 0.786
C 1.906 -0.028 0.414
N -0.483 -0.712 0.696
N 0.367 -1.027 -0.139
O 0.460 -1.884 -0.986
O -2.588 -0.431 -0.123
O 2.890 -0.633 0.603
H -2.143 -0.858 1.815
H 1.627 1.019 0.487